1.
One molecule with the formula C4H9NO2, computed with ωB97M-V with the def2-TZVPD basis set.

```
16
Properties=species:S:1:pos:R:3
C 0.846 0.121 1.957
C 1.621 0.413 0.673
N 0.866 -0.086 -0.474
C -0.389 0.490 -0.542
O -0.624 1.663 -0.672
O -1.356 -0.480 -0.467
C -1.841 -0.667 -1.789
H 0.651 -0.955 2.051
H 1.382 0.460 2.846
H -0.129 0.623 1.932
H 1.759 1.486 0.525
H 2.601 -0.069 0.669
H 0.759 -1.093 -0.439
H -2.052 -1.728 -1.922
H -2.714 -0.039 -1.964
H -1.039 -0.372 -2.472
```

Calculated values
E_LUMO (eV): 0.938
SMILES: CCNC(=O)OC
Gap between HOMO and LUMO (eV): 10.855
E_tot (a.u.): -363.03603
Charge: 0
Highest occupied orbital energy (Eh): -0.36445
ΔE to the lowest compared entry with this formula, charge and spin (kcal per mole): 31.1

2.
C10H19KO12 as an isolated structure at a distorted geometry, computed with ωB97M-V with the def2-TZVPD basis set.

```
42
Properties=species:S:1:pos:R:3
K -4.416 -8.643 3.180
C -7.133 -13.652 6.212
C -7.462 -13.291 4.747
O -8.521 -13.689 4.190
O -6.710 -12.518 4.080
H -6.272 -13.152 6.658
H -7.044 -14.711 6.456
H -8.057 -13.410 6.738
C -2.537 -11.177 -1.747
C -3.165 -9.788 -1.963
O -2.665 -9.147 -2.938
O -4.093 -9.384 -1.229
H -3.057 -11.718 -0.956
H -1.551 -10.994 -1.320
H -2.501 -11.776 -2.656
C -10.149 -5.304 2.801
C -9.456 -6.487 2.125
O -8.841 -7.298 2.854
O -9.434 -6.555 0.888
H -11.144 -5.239 2.361
H -9.504 -4.465 2.543
H -10.260 -5.374 3.883
C 0.377 -7.046 1.967
C 1.111 -5.804 1.711
O 0.891 -5.215 0.603
O 1.710 -5.268 2.691
H 0.613 -7.429 2.960
H 0.655 -7.811 1.242
H -0.701 -6.891 1.921
C -1.027 -10.937 6.165
C -1.299 -9.781 7.152
O -2.052 -8.874 6.773
O -0.728 -9.731 8.275
H -0.140 -10.867 5.535
H -1.977 -11.058 5.645
H -0.903 -11.871 6.714
O -6.603 -6.188 6.004
H -7.147 -6.389 5.242
H -5.952 -5.567 5.677
O -3.755 -4.672 3.539
H -4.091 -4.090 2.858
H -3.189 -4.115 4.073
```

Calculated values
E_LUMO (eV): 7.103
Gap between HOMO and LUMO (eV): 6.082
E_tot (a.u.): -1895.15706
Charge: -4
Highest occupied orbital energy (Eh): 0.03751

3.
A 5-piece molecular cluster, C12H12BCl16NO3S overall, computed with ωB97M-V with the def2-TZVPD basis set.

```
46
Properties=species:S:1:pos:R:3
O -3.490 0.323 0.681
S -3.084 -0.474 -0.430
O -2.223 0.085 -1.426
O -4.423 -0.921 -1.176
C -2.404 -2.003 0.178
C -0.920 -2.223 -0.122
C 0.013 -1.453 0.823
B 0.110 0.099 0.573
C 0.738 0.689 -0.735
C 1.107 2.031 -0.776
C 1.650 2.568 -1.935
C 1.793 1.724 -3.021
C 1.423 0.390 -2.892
N 0.912 -0.141 -1.789
H -4.187 -1.095 -2.098
H -2.630 -2.065 1.241
H -2.976 -2.798 -0.302
H -0.707 -2.017 -1.169
H -0.762 -3.295 0.023
H -0.301 -1.669 1.847
H 1.031 -1.847 0.718
H -0.312 0.856 1.396
H 0.961 2.644 0.103
H 1.937 3.609 -2.011
H 2.190 2.088 -3.960
H 1.559 -0.278 -3.737
Cl 0.980 -1.354 6.761
C 1.095 -2.426 5.363
Cl -0.527 -2.934 4.877
Cl 1.866 -1.563 4.029
Cl 2.054 -3.848 5.786
Cl -5.615 -1.707 1.639
C -6.924 -2.876 1.769
Cl -7.777 -2.979 0.224
Cl -6.262 -4.467 2.175
Cl -8.052 -2.373 3.030
Cl 4.233 3.209 -4.580
C 5.115 4.207 -5.746
Cl 6.777 4.427 -5.195
Cl 5.114 3.406 -7.318
Cl 4.324 5.779 -5.883
Cl 4.273 2.033 4.094
C 3.319 2.139 2.613
Cl 4.209 3.053 1.394
Cl 3.010 0.506 2.005
Cl 1.785 2.939 2.958
```

Calculated values
E_LUMO (eV): 0.019
SMILES: O=S(=O)(O)CCCBc1ccccn1.ClC(Cl)(Cl)Cl.ClC(Cl)(Cl)Cl.ClC(Cl)(Cl)Cl.ClC(Cl)(Cl)Cl
Gap between HOMO and LUMO (eV): 9.579
E_tot (a.u.): -8530.97603
Charge: 0
Highest occupied orbital energy (Eh): -0.35135

4.
A 8-piece molecular cluster, C16H32Br16 overall at a distorted geometry, computed with ωB97M-V with the def2-TZVPD basis set.

```
64
Properties=species:S:1:pos:R:3
Br 14.950 -19.025 -16.196
C 14.237 -19.009 -17.997
C 13.630 -17.696 -18.370
Br 12.591 -18.002 -19.983
H 13.487 -19.794 -17.997
H 15.011 -19.320 -18.692
H 14.433 -17.029 -18.669
H 12.986 -17.263 -17.619
Br 17.379 -18.729 -11.960
C 16.130 -17.266 -11.824
C 15.482 -17.098 -13.133
Br 14.131 -15.682 -13.088
H 16.691 -16.386 -11.535
H 15.388 -17.524 -11.076
H 14.920 -17.974 -13.440
H 16.118 -16.801 -13.959
Br 12.134 -14.708 -16.695
C 13.146 -13.059 -16.790
C 13.343 -12.474 -15.426
Br 14.355 -10.820 -15.594
H 12.565 -12.399 -17.427
H 14.080 -13.254 -17.309
H 13.875 -13.116 -14.732
H 12.395 -12.208 -14.965
Br 8.962 -19.687 -18.169
C 9.525 -19.622 -20.005
C 8.510 -20.267 -20.924
Br 9.062 -19.924 -22.736
H 10.484 -20.119 -20.086
H 9.641 -18.581 -20.287
H 7.504 -19.913 -20.718
H 8.491 -21.344 -20.777
Br 14.238 -23.340 -19.164
C 14.512 -23.686 -17.257
C 14.211 -25.126 -17.015
Br 14.476 -25.572 -15.168
H 13.866 -22.993 -16.733
H 15.556 -23.468 -17.056
H 14.819 -25.765 -17.658
H 13.215 -25.396 -17.373
Br 13.024 -16.759 -26.161
C 13.838 -18.084 -24.954
C 12.896 -18.405 -23.838
Br 12.817 -20.345 -23.569
H 14.760 -17.617 -24.634
H 14.037 -18.925 -25.602
H 11.870 -18.119 -24.028
H 13.203 -18.001 -22.879
Br 16.937 -19.715 -23.061
C 17.295 -18.121 -22.059
C 16.760 -18.204 -20.670
Br 16.952 -16.477 -19.825
H 16.893 -17.290 -22.637
H 18.358 -17.878 -22.024
H 17.329 -18.920 -20.081
H 15.712 -18.497 -20.651
Br 18.008 -23.680 -19.268
C 18.633 -21.908 -18.766
C 17.667 -21.210 -17.857
Br 18.460 -19.484 -17.355
H 18.728 -21.401 -19.728
H 19.648 -21.928 -18.383
H 17.656 -21.729 -16.902
H 16.674 -21.021 -18.239
```

Calculated values
E_LUMO (eV): 0.138
SMILES: BrCCBr.BrCCBr.BrCCBr.BrCCBr.BrCCBr.BrCCBr.BrCCBr.BrCCBr
Gap between HOMO and LUMO (eV): 10.173
E_tot (a.u.): -41813.08509
Charge: 0
Highest occupied orbital energy (Eh): -0.36878
ΔE to the lowest compared entry with this formula, charge and spin (kcal per mole): 18.0

5.
C11H27F6KO18P3S2 as an isolated structure at a distorted geometry, computed with ωB97M-V with the def2-TZVPD basis set.

```
68
Properties=species:S:1:pos:R:3
K 13.356 -19.589 -13.035
C 12.484 -20.728 -18.467
F 12.639 -19.490 -18.954
F 11.844 -21.557 -19.287
F 13.670 -21.267 -18.360
S 11.588 -20.578 -16.746
O 10.555 -19.637 -16.966
O 11.048 -21.942 -16.516
O 12.654 -20.234 -15.828
C 10.547 -23.615 -11.414
F 10.077 -22.345 -11.009
F 11.285 -24.170 -10.431
F 9.552 -24.410 -11.794
S 11.692 -23.312 -12.939
O 10.813 -23.540 -14.132
O 12.118 -21.929 -12.750
O 12.866 -24.223 -12.790
C 15.771 -18.666 -16.090
O 16.867 -19.415 -15.631
P 17.184 -19.557 -14.053
O 16.050 -20.061 -13.235
O 17.830 -18.106 -13.716
C 18.758 -17.515 -14.604
O 18.496 -20.503 -13.743
C 19.005 -20.636 -12.474
H 15.258 -19.343 -16.774
H 16.095 -17.805 -16.675
H 15.057 -18.458 -15.294
H 19.737 -17.499 -14.125
H 18.322 -16.543 -14.836
H 18.853 -18.001 -15.575
H 18.825 -19.661 -12.022
H 20.078 -20.729 -12.305
H 18.516 -21.429 -11.907
C 16.332 -14.770 -12.704
O 14.900 -14.576 -12.401
P 13.772 -15.154 -13.414
O 13.534 -16.654 -13.335
O 14.237 -14.586 -14.873
C 14.093 -15.161 -16.172
O 12.506 -14.264 -12.984
C 12.352 -13.662 -11.731
H 16.762 -13.786 -12.516
H 16.415 -15.128 -13.730
H 16.787 -15.566 -12.115
H 13.255 -14.614 -16.604
H 13.846 -16.203 -16.375
H 15.042 -14.852 -16.610
H 11.425 -14.038 -11.297
H 12.331 -12.573 -11.692
H 13.107 -13.935 -10.994
C 11.990 -20.207 -8.757
O 10.682 -20.068 -9.307
P 10.296 -18.756 -10.227
O 11.042 -18.663 -11.559
O 8.684 -18.839 -10.382
C 7.856 -18.936 -9.329
O 10.515 -17.413 -9.335
C 10.610 -17.454 -7.906
H 12.576 -21.003 -9.217
H 11.836 -20.165 -7.679
H 12.498 -19.267 -8.969
H 6.907 -19.401 -9.595
H 7.529 -17.935 -9.047
H 8.278 -19.460 -8.472
H 10.534 -18.396 -7.364
H 9.901 -16.730 -7.504
H 11.536 -17.018 -7.532
```

Calculated values
E_LUMO (eV): 1.600
Gap between HOMO and LUMO (eV): 6.772
E_tot (a.u.): -4809.55702
Charge: -1
Highest occupied orbital energy (Eh): -0.19009
ΔE to the lowest compared entry with this formula, charge and spin (kcal per mole): 0.0

6.
A 9-piece molecular cluster, C7H33NO8 overall at a distorted geometry, computed with ωB97M-V with the def2-TZVPD basis set.

```
49
Properties=species:S:1:pos:R:3
C 0.942 -2.669 0.680
C 0.444 -1.518 -0.376
C 1.399 -0.291 -0.187
N 0.920 1.085 -0.028
C 0.168 1.510 -1.198
C -1.262 1.016 -1.321
C 0.520 1.486 1.336
C -0.744 0.891 2.030
H 0.534 -2.546 1.615
H 0.899 -3.703 0.345
H 2.032 -2.530 0.699
H 0.717 -2.004 -1.336
H -0.621 -1.471 -0.306
H 2.040 -0.566 0.667
H 1.774 -0.406 -1.284
H 0.661 1.194 -2.022
H 0.284 2.599 -1.255
H -1.469 0.375 -2.226
H -1.588 0.379 -0.537
H -2.008 1.871 -1.447
H 1.394 1.437 1.976
H 0.275 2.578 1.212
H -1.651 1.169 1.504
H -0.922 1.127 3.010
H -0.603 -0.170 2.024
O -3.375 -1.403 -0.568
H -3.149 -1.422 -1.484
H -2.551 -1.461 -0.136
O -1.379 -1.757 -3.127
H -0.904 -1.568 -3.858
H -1.020 -2.622 -2.951
O -2.397 3.629 0.725
H -3.077 3.025 0.488
H -1.774 2.915 1.101
O -2.612 -1.834 2.251
H -3.288 -1.591 2.863
H -3.042 -1.955 1.474
O 3.549 0.664 1.673
H 3.481 1.501 2.284
H 3.376 1.070 0.825
O 0.147 -1.253 4.386
H 0.167 -1.901 3.672
H -0.601 -0.731 3.971
O 1.073 -0.390 -3.943
H 0.412 0.034 -4.475
H 1.730 0.228 -3.664
O 3.351 1.452 -2.027
H 2.532 1.415 -1.596
H 3.864 0.724 -1.695
```

Calculated values
E_LUMO (eV): 0.236
SMILES: CCCN(CC)CC.O.O.O.O.O.O.O.O
Gap between HOMO and LUMO (eV): 8.994
E_tot (a.u.): -943.03698
Charge: 0
Highest occupied orbital energy (Eh): -0.32185
ΔE to the lowest compared entry with this formula, charge and spin (kcal per mole): 62.2

Molar mass for every record listed, in sequence, given in g mol⁻¹: 103.12, 370.35, 828.36, 1502.90, 757.46, 259.34.